The following is a quantum chemistry calculation of C2H5N3O3 in the gas phase at a distorted geometry, from the OMol25 dataset.

Positions of all 13 atoms, in Å:
1 H 0.6546 -1.8586 0.1143
2 N 1.3944 -1.1985 0.0648
3 C 0.9514 -0.0131 -0.1355
4 N 1.7314 1.1428 -0.2808
5 O 1.1582 2.0862 -1.1947
6 O -0.3446 0.3988 -0.1051
7 N -1.2979 -0.6318 0.0361
8 C -1.8977 -0.6516 1.3272
9 O -1.3898 -0.1579 2.2932
10 H 2.6923 0.9562 -0.5946
11 H 1.1094 1.7056 -2.1151
12 H -1.9894 -0.4447 -0.7164
13 H -2.7722 -1.3334 1.3068

E_HOMO, Ha: -0.3606
Calculated total energy, Eh: -469.072082
Energy above the lowest of the compared OMol25 structures with the same formula, charge and spin, kcal per mole: 80.7
LUMO, eV: 0.46
Orbital gap, Ha: 0.3776
Multiplicity: 1
Maximum force, eV/Å: 2.8
Structure (SMILES): [H]/N=C(/NO)ONC=O

These are the Löwdin partial charges, in e, on atoms 1 to 2: 0.02 0.16

---

The following is a quantum chemistry calculation of a 2-piece molecular cluster, C2H5N3O3 overall at a distorted geometry, from the OMol25 dataset.

Positions of all 13 atoms, in Å:
1 C -1.1640 1.0208 -0.1285
2 C 1.2079 0.6186 0.0984
3 H -3.4359 -0.6062 0.1278
4 H -0.9939 2.1585 -0.1919
5 H -1.2298 -1.3519 0.9170
6 H 1.5552 1.6441 0.0750
7 H 3.8500 -0.7941 0.3531
8 N -2.4201 0.7363 -0.1724
9 N -0.1448 0.1458 0.2809
10 N 2.0267 -0.3247 -0.0223
11 O -2.5336 -0.6858 0.2215
12 O -0.3025 -1.2343 -0.4140
13 O 3.3059 0.0714 -0.0205

E_HOMO, Ha: -0.3197
Calculated total energy, Eh: -468.832179
Energy above the lowest of the compared OMol25 structures with the same formula, charge and spin, kcal per mole: 231.2
LUMO, eV: -0.10
Orbital gap, Ha: 0.3160
Multiplicity: 1
Maximum force, eV/Å: 5.7

These are the Löwdin partial charges, in e, on atoms 1 to 2: -0.20 -0.16

---

The following is a quantum chemistry calculation of C2H5N3O4 in the gas phase at a distorted geometry, from the OMol25 dataset.

Positions of all 14 atoms, in Å:
1 N -0.5116 0.6800 1.7750
2 C -0.2896 0.9628 0.4725
3 O -0.6082 2.0214 -0.1120
4 C 0.2649 -0.2274 -0.3074
5 N 1.1361 0.1119 -1.3945
6 O 0.8803 -1.4064 0.6840
7 N -0.9600 -0.8000 -0.8302
8 O -1.0351 -0.7482 -2.0036
9 O -1.7428 -1.1822 -0.0432
10 H -0.3812 -0.2695 2.2312
11 H -0.9473 1.3041 2.4208
12 H 1.6034 0.9903 -1.3555
13 H 0.7667 -0.1321 -2.3043
14 H 1.8243 -1.3047 0.7672

E_HOMO, Ha: -0.3835
Calculated total energy, Eh: -544.320671
Energy above the lowest of the compared OMol25 structures with the same formula, charge and spin, kcal per mole: 41.7
LUMO, eV: -0.20
Orbital gap, Ha: 0.3764
Multiplicity: 1
Maximum force, eV/Å: 4.6
Structure (SMILES): NC(=O)[C@@](N)(O)[N+](=O)[O-]

These are the Löwdin partial charges, in e, on atoms 1 to 2: 0.18 -0.45